Entry 1:
{"formula": "C23H49NO2P2Re", "method": "ωB97M-V/def2-TZVPD", "de_lowest_ev": 0.0000, "total_charge": 4, "multiplicity": 4, "elements": ["Re", "P", "P", "O", "O", "N", "C", "C", "C", "C", "C", "C", "C", "C", "C", "C", "C", "C", "C", "C", "C", "C", "C", "C", "C", "C", "C", "C", "C", "H", "H", "H", "H", "H", "H", "H", "H", "H", "H", "H", "H", "H", "H", "H", "H", "H", "H", "H", "H", "H", "H", "H", "H", "H", "H", "H", "H", "H", "H", "H", "H", "H", "H", "H", "H", "H", "H", "H", "H", "H", "H", "H", "H", "H", "H", "H", "H", "H"], "positions_angstrom": [[0.36148, 0.16464, 0.10203], [-1.91982, -0.27744, -1.59063], [2.40867, 0.13185, 0.99743], [1.47645, -1.69141, -2.18766], [0.21509, 3.01545, -0.98665], [-0.85527, -0.10231, 1.64330], [-1.75514, -1.23274, -3.22899], [-3.67294, -2.33615, -0.66478], [1.68246, -0.54294, 3.68137], [-3.92554, 1.64094, -2.68332], [-3.05474, -1.45248, -3.97070], [3.79982, -0.52314, -0.06474], [-2.24735, -0.02238, 3.88085], [1.05394, -0.97215, -1.35863], [-0.67054, -0.71389, -4.16461], [2.78684, -0.73127, 2.63229], [3.12511, 2.80035, 0.22590], [3.09475, 1.79853, 1.39586], [-2.13395, -1.23083, 4.84554], [2.43627, 2.46747, 2.60957], [-3.66605, -0.81078, -0.96824], [3.10469, -2.23642, 2.47873], [-1.57112, 2.08376, -3.28517], [-1.48274, -0.13724, 2.64925], [0.30298, 1.89865, -0.56358], [-4.01556, 0.00861, 0.23522], [-2.48261, 1.50236, -2.21573], [3.94460, 0.15653, -1.43654], [5.16902, -0.47068, 0.64207], [-3.37249, -0.53705, -4.48740], [-1.89523, 0.89761, 4.38384], [2.83124, 3.48869, 2.68788], [2.30488, -2.76497, 1.93905], [5.15442, -0.80780, 1.67815], [0.11379, -0.12967, -3.67245], [-1.79805, 1.67041, -4.27757], [0.78805, -1.13616, 3.44604], [2.25062, 3.46484, 0.23481], [-3.54851, -2.92654, -1.56109], [-1.75878, 3.16839, -3.32129], [3.68663, -0.20487, 2.97001], [-3.87658, -1.81719, -3.34678], [3.50919, -1.56242, -0.21573], [2.06540, -0.88739, 4.64733], [-1.40795, -2.19557, -2.83501], [5.58805, 0.54504, 0.60579], [-2.86561, -2.62103, 0.03779], [-2.34986, 2.08057, -1.28096], [-2.73796, -1.06211, 5.70472], [4.11727, 1.54556, 1.64811], [-4.33771, -0.61086, -1.79182], [4.58747, 1.04615, -1.37170], [-0.17873, -1.58699, -4.62339], [-1.09076, -1.35934, 5.17378], [-4.60869, -2.59577, -0.18213], [2.67018, 1.95175, 3.54206], [1.36197, 0.49405, 3.79861], [4.01432, 3.41902, 0.34915], [3.17735, -2.67625, 3.47863], [-5.00437, -0.30646, 0.60394], [4.04502, -2.41848, 1.96455], [5.84279, -1.12828, 0.08284], [3.17120, 2.34189, -0.76318], [-3.29367, -0.13353, 1.07896], [1.35571, -1.42249, 0.90305], [-2.86410, -2.21956, -4.74074], [-4.66320, 1.48434, -1.89277], [-4.05770, 2.66521, -3.06628], [-3.28739, 0.12205, 3.58823], [-1.10754, -0.11501, -4.97416], [-4.06162, 1.07997, 0.03947], [-2.46310, -2.13955, 4.35211], [4.43416, -0.56167, -2.10283], [-1.62804, -1.60861, -1.08885], [2.99816, 0.43550, -1.90702], [-0.50510, 1.95054, -3.08438], [1.34073, 2.54550, 2.50947], [-4.15460, 0.95370, -3.51022]]}

Entry 2:
{"formula": "C23H50HfO5SbSi3", "method": "ωB97M-V/def2-TZVPD", "de_lowest_ev": 0.1326, "total_charge": 1, "elements": ["Hf", "Sb", "Si", "Si", "Si", "O", "O", "O", "O", "O", "C", "C", "C", "C", "C", "C", "C", "C", "C", "C", "C", "C", "C", "C", "C", "C", "C", "C", "C", "C", "C", "C", "C", "H", "H", "H", "H", "H", "H", "H", "H", "H", "H", "H", "H", "H", "H", "H", "H", "H", "H", "H", "H", "H", "H", "H", "H", "H", "H", "H", "H", "H", "H", "H", "H", "H", "H", "H", "H", "H", "H", "H", "H", "H", "H", "H", "H", "H", "H", "H", "H", "H", "H"], "positions_angstrom": [[1.48717, -0.27603, 0.21374], [-0.71761, 1.73538, -0.23198], [-1.30514, 3.19179, 1.80849], [-2.77348, 0.26155, -0.74458], [-0.25021, 3.28807, -2.20653], [5.12632, -0.56472, 1.88927], [3.73953, -1.58171, -1.24699], [2.06419, 0.50847, -1.91068], [3.38259, 0.14385, 0.64988], [3.60755, 1.33933, -3.28316], [-4.26409, 1.38629, -0.81785], [1.45043, 4.00747, -1.85808], [3.15167, 0.42243, -2.46294], [1.52803, -1.19529, 3.35017], [1.29045, -2.68041, 3.08831], [0.12547, -3.22221, -0.61864], [-2.87587, -0.96459, 0.65600], [-2.02940, 2.05439, 3.09912], [0.30627, 3.96257, 2.35619], [-1.87072, -4.23999, -1.59515], [0.69267, -2.16209, -0.41766], [-2.54912, 4.47728, 1.27780], [-0.57471, -4.49741, -0.81386], [-2.42641, -0.57808, -2.37341], [4.69703, -1.65081, -0.19299], [-1.51216, 4.65422, -2.35903], [0.33122, -5.45489, -1.60143], [1.07502, -0.83078, 4.76173], [0.81495, -0.32314, 2.29856], [-0.90297, -5.08785, 0.56453], [-0.25642, 2.23709, -3.75848], [4.08569, -0.75618, -2.32404], [4.44662, -0.62396, 0.91276], [-3.42268, 4.01488, 0.81370], [-1.28535, 2.00116, -4.03735], [3.99083, -1.31968, -3.25920], [1.26138, 0.22276, 4.97884], [1.38449, 4.73088, -1.04180], [-2.95599, 1.60090, 2.74029], [0.90542, 0.73394, 2.61197], [-2.98020, -0.46488, 1.62044], [-1.33539, 1.25613, 3.36740], [-2.34006, 0.13955, -3.18980], [1.26454, -5.63667, -1.06837], [-2.39970, -5.18362, -1.73806], [0.21858, -2.90236, 3.09522], [5.71560, -1.52520, -0.56461], [2.60651, -1.00575, 3.29026], [-5.16166, 0.81226, -1.06265], [-1.42659, -6.03672, 0.43737], [-2.26844, 2.61362, 4.00712], [0.73421, 4.59711, 1.57732], [0.00151, -1.01372, 4.87075], [-3.23566, -1.27134, -2.61894], [0.56747, -5.04540, -2.58399], [-1.54196, -4.41195, 1.13437], [0.18470, 2.78010, -4.59940], [1.84704, 4.54388, -2.72518], [0.00495, -5.26862, 1.14051], [-2.89359, 5.04386, 2.14674], [4.61877, -2.64574, 0.24358], [2.94722, 2.05151, -3.36621], [-1.49900, -1.15317, -2.31503], [-1.37121, 5.15365, -3.32195], [-2.12507, 5.18646, 0.56743], [-2.52652, -3.55811, -1.05092], [0.27613, 1.29426, -3.62901], [-1.66061, -3.81221, -2.57613], [-4.14551, 2.15932, -1.57961], [1.04582, 3.20567, 2.62232], [5.11202, -0.38705, -2.27097], [-1.98069, -1.59120, 0.68900], [-1.40532, 5.40546, -1.57739], [0.13855, 4.58902, 3.23643], [-3.74240, -1.61848, 0.52228], [-4.43671, 1.87716, 0.14210], [-0.18033, -6.40895, -1.73869], [1.76134, -3.29250, 3.85952], [1.59344, -1.42543, 5.51628], [2.17014, 3.24709, -1.54740], [-2.53508, 4.27522, -2.32992], [1.67750, -3.00129, 2.11844], [-0.26698, -0.53587, 2.33382]]}